Record 1
{"formula": "C4H7CsO2", "method": "ωB97M-V/def2-TZVPD", "lumo_ev": [-0.53, -0.53], "charge": 0, "homo_ev": [-5.29, -5.29], "relative_energy_kcal_mol": 47.2, "species": ["H", "O", "C", "C", "C", "C", "O", "Cs", "H", "H", "H", "H", "H", "H"], "positions_angstrom": [[-1.96565, -0.72287, -0.66123], [-0.06251, -2.36459, -0.23988], [-0.06553, -1.10193, -0.77633], [0.90610, -0.22179, -0.33678], [0.75673, 1.26639, -0.47410], [0.59149, 1.39224, 1.00762], [-0.50103, 1.33586, 1.61625], [-3.00416, -0.27877, 2.28515], [-0.88387, -2.82380, -0.43666], [-0.65536, -0.91469, -1.67634], [1.89030, -0.63035, -0.08664], [-0.15607, 1.58931, -0.99633], [1.66418, 1.78600, -0.81127], [1.48540, 1.68899, 1.58654]], "forces_ev_per_angstrom": [[-1.048, 0.103, 1.126], [0.624, 0.080, -0.317], [0.231, 0.208, -0.335], [0.263, -0.746, -1.009], [0.024, -0.015, 0.150], [-1.921, 1.030, 0.740], [1.199, -0.031, -0.596], [0.559, 0.161, -0.648], [-0.155, 0.305, -0.359], [0.611, -0.272, 0.619], [-0.589, 0.088, 0.725], [0.386, -0.211, 0.075], [-0.313, -0.068, -0.102], [0.129, -0.631, -0.067]]}



Record 2
{"formula": "C4H7EuO2", "method": "ωB97M-V/def2-TZVPD", "lumo_ev": [-9.67, -10.82], "charge": 2, "s2": 12.0341, "homo_ev": [-16.20, -16.20], "spin_multiplicity": 7, "species": ["C", "C", "C", "O", "Eu", "H", "H", "H", "H", "O", "C", "H", "H", "H"], "positions_angstrom": [[-1.86584, 0.41724, 0.00661], [-0.71100, -0.20618, 0.29735], [0.57087, 0.27382, -0.21879], [1.25596, -0.49778, -1.01600], [3.92089, -0.71253, -0.85050], [-1.83608, 1.39399, -0.49015], [-0.71127, -1.10269, 0.92454], [0.49326, 1.33883, -0.51425], [2.26733, 0.52877, 0.43130], [-4.22197, 0.76939, 0.41801], [-3.22443, -0.19262, 0.15269], [-3.20479, -0.98377, 0.91947], [-4.23631, 0.95988, 1.36078], [-3.49871, -0.66503, -0.80396]], "forces_ev_per_angstrom": [[0.434, 0.760, -0.573], [1.222, -0.750, 1.815], [-3.098, -0.242, -3.389], [1.825, 0.456, 1.943], [-1.185, 0.033, -0.206], [-0.113, -0.160, 0.124], [-0.068, -0.137, -0.659], [0.884, 0.032, 0.515], [-0.058, 0.040, 0.181], [0.466, -0.126, -0.157], [-0.460, -0.130, 0.388], [0.039, 0.085, -0.230], [-0.090, 0.063, 0.072], [0.202, 0.077, 0.177]]}